The following is a quantum chemistry calculation of a cluster of 11 separate species, C37H95O36P7 in total, from the OMol25 dataset.

Properties
E_LUMO (spin up / spin down) = -2.28 / -9.64 eV
maximum force = 5.09 eV Å⁻¹
energy above the lowest of the compared OMol25 structures with the same formula, charge and spin = 2.04 kcal per mole
DFT total energy = -178645.496 eV
spin multiplicity = 2
net charge = +1
⟨S²⟩ = 0.761

```
175
Properties=species:S:1:pos:R:3:lowdin_charge:R:1
C -1.832 4.828 -7.207 -0.09
O -2.278 3.719 -6.418 -0.24
P -1.343 2.545 -5.765 0.47
O -0.827 1.559 -6.780 -0.26
O -2.369 1.863 -4.681 -0.23
C -1.974 1.040 -3.574 -0.08
O -0.233 3.291 -4.897 -0.24
C -0.626 4.090 -3.801 -0.11
H -2.332 5.734 -6.864 0.09
H -2.172 4.739 -8.238 0.09
H -0.744 4.906 -7.217 0.09
H -2.355 1.442 -2.635 0.07
H -0.893 0.904 -3.581 0.08
H -2.438 0.062 -3.701 0.08
H -1.632 4.489 -3.929 0.09
H -0.019 4.995 -3.799 0.09
H -0.487 3.556 -2.861 0.08
C 1.826 -7.409 0.816 -0.07
O 0.722 -6.596 1.266 -0.24
P -0.578 -6.315 0.394 0.42
O -1.624 -5.438 0.959 -0.24
O -1.133 -7.777 -0.010 -0.23
C -2.295 -8.346 0.560 -0.09
O 0.069 -5.726 -0.970 -0.22
C -0.701 -5.229 -1.989 -0.13
H 1.912 -8.209 1.551 0.09
H 2.762 -6.851 0.804 0.07
H 1.594 -7.910 -0.124 0.09
H -2.802 -8.904 -0.228 0.09
H -2.936 -7.588 1.010 0.08
H -1.881 -9.037 1.294 0.09
H -0.726 -5.985 -2.774 0.10
H -0.308 -4.268 -2.321 0.08
H -1.721 -5.163 -1.611 0.07
C 4.467 -1.552 -0.678 -0.03
O 4.959 -0.280 -0.305 -0.09
P 6.090 -0.271 0.859 0.65
O 7.309 -1.117 0.539 -0.10
O 5.162 -0.665 2.179 -0.14
C 4.012 0.073 2.494 -0.06
O 6.380 1.346 1.228 -0.21
C 7.280 1.757 2.229 -0.08
H 3.467 -1.645 -0.255 0.10
H 4.944 -2.392 -0.172 0.10
H 4.458 -1.763 -1.748 0.13
H 3.166 -0.521 2.150 0.11
H 3.870 0.976 1.900 0.08
H 3.914 0.402 3.529 0.11
H 7.971 0.993 2.585 0.10
H 6.623 2.200 2.978 0.10
H 7.888 2.570 1.831 0.11
C -3.947 0.880 2.310 -0.08
O -4.969 1.076 1.342 -0.22
P -4.695 1.031 -0.260 0.46
O -4.274 -0.289 -0.800 -0.23
O -6.062 1.604 -0.802 -0.22
C -6.539 1.415 -2.100 -0.08
O -3.610 2.223 -0.590 -0.24
C -3.902 3.521 -0.129 -0.11
H -4.332 0.285 3.139 0.10
H -3.765 1.904 2.636 0.09
H -3.001 0.560 1.872 0.06
H -7.447 0.812 -2.108 0.10
H -5.722 1.017 -2.702 0.09
H -6.813 2.405 -2.466 0.09
H -4.851 3.609 0.401 0.09
H -3.986 4.155 -1.012 0.10
H -3.072 3.891 0.472 0.06
C 5.538 -3.362 3.744 -0.12
O 4.504 -4.276 3.948 -0.22
P 3.578 -4.780 2.714 0.52
O 4.297 -4.821 1.391 -0.25
O 3.030 -6.176 3.356 -0.23
C 2.332 -6.153 4.607 -0.09
O 2.308 -3.727 2.777 -0.23
C 1.392 -3.541 1.667 -0.09
H 5.482 -2.580 4.501 0.10
H 5.634 -2.997 2.721 0.06
H 6.443 -3.947 3.910 0.10
H 2.506 -6.980 5.295 0.10
H 1.266 -6.078 4.392 0.09
H 2.623 -5.263 5.164 0.08
H 1.613 -4.110 0.764 0.08
H 1.469 -2.499 1.359 0.06
H 0.376 -3.807 1.958 0.08
C 0.480 3.815 5.721 -0.08
O -0.362 2.790 5.148 -0.22
P 0.325 1.352 4.782 0.46
O 1.518 1.460 3.946 -0.23
O 0.572 0.647 6.190 -0.20
C -0.566 0.299 6.926 -0.12
O -0.956 0.489 4.164 -0.22
C -0.691 -0.654 3.352 -0.10
H -0.008 4.283 6.576 0.09
H 0.587 4.631 5.007 0.07
H 1.466 3.454 6.016 0.09
H -0.874 -0.691 6.592 0.09
H -1.428 0.965 6.914 0.09
H -0.351 0.276 7.995 0.10
H -1.128 -0.551 2.358 0.06
H -1.000 -1.638 3.706 0.10
H 0.353 -0.786 3.070 0.07
C -2.416 6.554 6.626 -0.09
O -1.820 6.206 5.370 -0.26
P -0.998 7.248 4.398 0.52
O -1.612 8.588 4.103 -0.25
O 0.447 7.329 5.112 -0.23
C 0.873 8.410 5.903 -0.11
O -0.742 6.285 3.060 -0.23
C -1.777 5.769 2.241 -0.12
H -2.481 7.631 6.780 0.09
H -1.835 6.096 7.427 0.08
H -3.422 6.149 6.740 0.09
H 1.074 7.996 6.890 0.09
H 0.149 9.186 6.153 0.09
H 1.693 8.963 5.445 0.10
H -2.754 5.907 2.706 0.09
H -1.684 4.692 2.099 0.06
H -1.913 6.189 1.245 0.09
O 0.606 -4.533 -5.176 0.05
C 0.550 -3.776 -6.158 -0.54
O 0.441 -2.487 -6.147 0.02
C 0.494 -1.749 -4.931 -0.19
C 1.894 -1.424 -4.410 -0.05
C 0.566 -4.333 -7.569 0.02
H -0.105 -2.326 -4.227 0.11
H 0.040 -0.786 -5.162 0.11
H 2.415 -0.699 -5.035 0.08
H 2.510 -2.322 -4.347 0.08
H 1.845 -0.906 -3.452 0.05
H 1.491 -4.045 -8.067 0.09
H -0.269 -3.945 -8.153 0.09
H 0.609 -5.421 -7.541 0.09
O 2.671 5.095 -2.585 0.10
C 2.866 3.970 -2.150 -0.56
O 3.249 3.615 -0.972 0.02
C 3.440 4.554 0.013 -0.23
C 4.022 3.942 1.300 -0.05
C 2.724 2.809 -3.120 0.03
H 2.552 5.135 0.263 0.13
H 4.256 5.208 -0.292 0.13
H 4.991 3.475 1.125 0.06
H 3.410 3.216 1.835 0.05
H 4.218 4.807 1.934 0.09
H 2.785 1.813 -2.682 0.07
H 3.455 2.971 -3.913 0.10
H 1.822 2.891 -3.726 0.06
O 1.008 -1.004 -0.955 0.04
C -0.140 -0.653 -0.636 -0.50
O -0.457 0.499 -0.052 0.00
C 0.569 1.428 0.246 -0.21
C 0.200 2.613 1.140 -0.03
C -1.304 -1.589 -0.725 0.04
H 0.933 1.825 -0.702 0.11
H 1.374 0.900 0.757 0.11
H -0.402 2.192 1.945 0.06
H -0.380 3.328 0.557 0.07
H 1.074 3.125 1.546 0.07
H -1.688 -1.670 -1.742 0.08
H -2.071 -1.297 -0.008 0.08
H -0.911 -2.585 -0.519 0.08
O -4.724 -1.725 -4.166 0.08
C -4.483 -2.873 -3.838 -0.53
O -4.671 -3.923 -4.578 0.01
C -5.163 -3.808 -5.930 -0.20
C -6.160 -4.907 -6.270 -0.07
C -3.832 -3.347 -2.510 0.03
H -4.312 -3.835 -6.611 0.13
H -5.703 -2.891 -6.164 0.12
H -6.827 -5.180 -5.452 0.08
H -5.548 -5.785 -6.477 0.07
H -6.727 -4.625 -7.157 0.08
H -4.105 -2.677 -1.695 0.07
H -2.748 -3.361 -2.627 0.05
H -4.057 -4.390 -2.286 0.08
```